[1]
{
  "formula": "C43H41Cl2N3O2P2PdS2",
  "method": "ωB97M-V/def2-TZVPD",
  "species": ["Pd", "Cl", "Cl", "S", "S", "P", "P", "O", "O", "N", "N", "N", "C", "C", "C", "C", "C", "C", "C", "C", "C", "C", "C", "C", "C", "C", "C", "C", "C", "C", "C", "C", "C", "C", "C", "C", "C", "C", "C", "C", "C", "C", "C", "C", "C", "C", "C", "C", "C", "C", "C", "C", "C", "C", "C", "H", "H", "H", "H", "H", "H", "H", "H", "H", "H", "H", "H", "H", "H", "H", "H", "H", "H", "H", "H", "H", "H", "H", "H", "H", "H", "H", "H", "H", "H", "H", "H", "H", "H", "H", "H", "H", "H", "H", "H", "H"],
  "positions_angstrom": [[0.145, -0.492, -1.158], [2.543, 0.759, 4.856], [-1.589, -1.846, 2.475], [0.547, 1.838, 2.197], [1.919, -1.598, -0.579], [-0.011, -1.162, -3.274], [-1.410, 1.267, -1.263], [2.873, -4.965, -2.167], [2.648, -2.729, -1.892], [1.099, 4.129, 3.452], [0.137, 0.397, 2.594], [-0.426, 2.789, 4.598], [2.655, -4.052, 0.033], [-1.047, -3.441, -2.178], [-1.641, 4.001, -1.609], [-1.151, 5.307, -1.673], [-2.585, 1.319, 0.122], [0.735, 5.444, 4.029], [2.316, -2.588, 1.922], [-0.511, -2.847, -3.335], [-0.799, -4.864, -4.591], [2.677, -4.018, -1.410], [1.084, -1.099, 5.965], [-0.366, -3.543, -4.561], [-0.731, 2.929, -1.443], [-2.539, 1.209, -2.743], [0.229, 5.611, -1.457], [1.803, 0.510, -4.591], [-3.471, 0.226, 0.227], [-1.473, -4.759, -2.303], [-0.643, -1.472, 3.796], [-0.437, 3.222, 5.998], [1.204, -0.256, 4.846], [3.714, -1.394, -5.014], [-2.586, -0.113, -3.507], [-2.759, 2.388, 1.011], [-3.773, 2.383, 2.009], [0.067, -2.050, 6.070], [-1.377, -5.485, -3.486], [0.386, 3.026, 3.565], [2.164, -2.849, 0.588], [2.881, -3.552, 2.753], [-0.732, -2.298, 4.911], [-4.420, 0.213, 1.262], [0.628, 3.177, -1.354], [3.085, 0.903, -4.954], [-4.652, 1.307, 2.109], [-1.302, -0.342, -4.326], [3.168, -5.080, 0.865], [4.076, -0.064, -5.149], [1.458, -0.841, -4.263], [2.452, -1.793, -4.524], [1.070, 4.518, -1.310], [3.303, -4.790, 2.203], [0.276, -0.319, 3.756], [-2.837, -0.997, -2.911], [-1.053, -2.870, -1.254], [1.804, -1.060, 6.765], [-1.474, -1.001, -5.168], [2.959, -3.304, 3.824], [-0.371, 5.535, 4.127], [-1.368, -3.175, 4.859], [3.333, 1.968, -5.042], [5.081, 0.250, -5.420], [-1.841, -6.421, -3.656], [2.166, -2.849, -4.424], [-3.457, -0.055, -4.183], [0.494, 2.938, 6.525], [-2.293, 2.059, -3.409], [-2.008, -5.165, -1.390], [2.113, -1.598, 2.332], [3.774, -5.558, 2.849], [-0.997, 1.937, 4.573], [-5.012, -0.692, 1.382], [-0.584, 4.294, 6.101], [1.334, 2.363, -1.280], [-0.017, -2.641, 6.958], [-1.868, 6.123, -1.687], [-0.739, -5.418, -5.536], [1.760, 4.126, 2.671], [4.406, -2.181, -5.385], [-3.549, -0.523, -0.566], [2.106, 4.652, -1.092], [-1.307, 2.728, 6.447], [1.030, 1.305, -4.580], [1.091, 6.237, 3.326], [-3.832, 3.218, 2.688], [0.609, 6.629, -1.496], [-3.539, 1.519, -2.293], [1.158, 5.577, 5.034], [-2.731, 3.866, -1.676], [0.044, -3.083, -5.485], [3.345, -6.061, 0.429], [-2.024, 3.182, 0.973], [-1.038, 0.617, -4.741], [-5.580, 1.361, 2.717]],
  "total_energy_ha": -4505.0379,
  "homo_energy_ev": [-4.33, -7.38],
  "multiplicity": 5,
  "homo_lumo_gap_ev": [4.754, 6.045],
  "charge": 0
}

***

[2]
{
  "formula": "C6H12O",
  "method": "ωB97M-V/def2-TZVPD",
  "species": ["O", "C", "C", "C", "C", "C", "C", "H", "H", "H", "H", "H", "H", "H", "H", "H", "H", "H", "H"],
  "positions_angstrom": [[-1.726, 0.229, 1.724], [0.703, -0.028, 0.132], [1.429, -1.300, -0.262], [-1.791, -0.787, -0.447], [1.572, 1.216, -0.098], [-0.610, 0.107, -0.574], [-1.852, 0.454, 0.349], [0.452, -0.069, 1.200], [-0.584, 0.650, -1.531], [2.502, 1.143, 0.476], [2.357, -1.404, 0.306], [0.795, -2.170, -0.064], [1.844, 1.322, -1.157], [1.067, 2.143, 0.207], [-1.625, -1.651, 0.192], [-1.934, 1.029, 2.217], [-1.803, 1.441, -0.053], [-2.441, -0.963, -1.294], [1.667, -1.290, -1.333]],
  "smiles": "CC(C)[C@H]1C[C@H]1O",
  "total_energy_ha": -310.9744,
  "homo_energy_ev": -8.37,
  "homo_lumo_gap_ev": 9.290,
  "de_lowest_kcal_mol": 53.3,
  "charge": 0
}

***

[3]
{
  "formula": "H26O13",
  "method": "ωB97M-V/def2-TZVPD",
  "species": ["O", "O", "O", "O", "O", "O", "O", "O", "O", "O", "O", "O", "O", "H", "H", "H", "H", "H", "H", "H", "H", "H", "H", "H", "H", "H", "H", "H", "H", "H", "H", "H", "H", "H", "H", "H", "H", "H", "H"],
  "positions_angstrom": [[-1.032, 3.959, 2.430], [0.663, 1.977, -4.617], [-3.892, 1.158, -0.273], [1.665, -1.566, 2.121], [0.809, 0.826, -1.439], [4.989, -2.907, 0.496], [0.090, -4.377, 1.559], [-3.058, 2.417, 2.948], [-3.070, -1.520, -0.297], [2.974, -0.342, -3.439], [-0.309, -0.989, 0.006], [2.814, 3.286, -2.199], [-1.761, -1.691, 2.902], [-4.621, 1.611, -0.557], [1.291, 1.010, -2.309], [-0.552, -0.224, -0.549], [2.738, 4.097, -1.717], [-1.232, 3.038, 2.230], [-3.706, 2.155, 3.509], [-3.022, -0.739, 0.261], [-0.944, -2.113, 2.874], [2.268, -2.313, 2.039], [0.988, 2.673, -4.113], [2.575, -0.901, -4.088], [-3.915, 0.417, -0.852], [0.225, -4.000, 0.685], [0.484, -0.895, 0.446], [1.251, 1.295, -4.236], [1.904, -1.184, 2.976], [1.933, 2.899, -2.083], [-1.502, -0.891, 2.448], [0.523, 1.687, -1.218], [-0.320, -5.226, 1.210], [4.431, -2.348, -0.047], [-1.566, 4.032, 3.198], [4.636, -3.850, 0.261], [-3.863, -2.111, -0.086], [2.456, -0.381, -2.575], [-3.343, 2.031, 2.095]],
  "total_energy_ha": -993.6172,
  "homo_energy_ev": -10.66,
  "homo_lumo_gap_ev": 10.555,
  "de_lowest_kcal_mol": 97.9,
  "charge": 0
}

***

[4]
{
  "formula": "C20H27BrNO2PTi",
  "method": "ωB97M-V/def2-TZVPD",
  "species": ["Br", "Ti", "P", "O", "O", "N", "C", "C", "C", "C", "C", "C", "C", "C", "C", "C", "C", "C", "C", "C", "C", "C", "C", "C", "C", "C", "H", "H", "H", "H", "H", "H", "H", "H", "H", "H", "H", "H", "H", "H", "H", "H", "H", "H", "H", "H", "H", "H", "H", "H", "H", "H", "H"],
  "positions_angstrom": [[0.603, 3.070, 2.704], [-0.252, -1.000, -0.219], [2.261, -0.991, -0.541], [-0.432, -0.026, 1.424], [-2.238, 1.300, 1.841], [-1.766, -1.595, -1.993], [-2.202, 0.892, -1.248], [2.793, 0.717, -1.059], [-0.812, 0.832, 3.639], [-0.790, 2.527, -2.490], [0.341, 0.813, -1.251], [-2.728, -2.710, -2.358], [1.606, 2.468, -2.531], [-1.210, -1.068, -3.285], [-0.814, 0.036, 5.912], [-0.849, 1.396, -1.673], [2.669, -2.008, -1.997], [1.564, 1.353, -1.668], [-0.033, 1.927, 4.062], [-2.466, -0.622, -1.064], [-0.115, 1.167, 6.369], [-1.212, 0.719, 2.192], [0.412, 3.034, -2.959], [0.299, 2.116, 5.424], [-1.169, -0.159, 4.551], [3.559, -1.409, 0.663], [3.549, -0.670, 1.483], [3.346, -2.418, 1.048], [-1.022, -0.768, 6.606], [-3.009, 1.233, -1.914], [2.060, -1.712, -2.866], [-2.312, -0.911, 0.038], [3.686, 0.710, -1.703], [-1.734, -1.533, -4.132], [2.560, 2.903, -2.839], [-0.198, -2.676, -0.157], [-0.127, -1.303, -3.338], [-3.568, -0.740, -1.150], [3.743, -1.921, -2.223], [0.913, 2.961, 5.729], [3.084, 1.249, -0.131], [0.736, -2.216, 0.462], [-2.450, 1.321, -0.259], [-2.997, -2.712, -3.430], [-1.730, -1.034, 4.194], [4.546, -1.419, 0.174], [2.451, -3.055, -1.736], [-1.719, 3.022, -2.735], [0.426, 3.914, -3.598], [-2.305, -3.688, -2.087], [-3.704, -2.608, -1.868], [-1.346, 0.010, -3.457], [0.103, 1.282, 7.442]],
  "total_energy_ha": -4747.6671,
  "homo_energy_ev": -13.61,
  "homo_lumo_gap_ev": 3.887,
  "de_lowest_kcal_mol": 14.2,
  "charge": 2
}

***

[5]
{
  "formula": "C9H27NO5",
  "method": "ωB97M-V/def2-TZVPD",
  "species": ["O", "O", "O", "O", "O", "N", "C", "C", "C", "C", "C", "C", "C", "C", "C", "H", "H", "H", "H", "H", "H", "H", "H", "H", "H", "H", "H", "H", "H", "H", "H", "H", "H", "H", "H", "H", "H", "H", "H", "H", "H", "H"],
  "positions_angstrom": [[-2.766, -1.090, 1.960], [3.677, -1.645, 1.582], [-1.245, 1.562, 1.684], [-5.109, -1.816, -2.057], [3.077, 0.315, -3.437], [1.116, 0.693, -0.380], [-0.548, 2.224, 0.652], [2.406, 1.048, -2.441], [2.728, -2.184, 2.493], [-1.767, 2.461, 2.636], [1.601, 0.071, -1.593], [-0.199, 1.274, -0.478], [3.761, 1.134, -4.349], [-1.609, -1.762, 2.396], [-4.465, -1.842, -0.788], [-1.621, -1.961, 3.478], [-0.207, 1.865, -1.397], [-3.556, -1.253, -0.863], [3.103, 1.585, -1.781], [3.074, 1.831, -4.844], [-1.590, -2.737, 1.909], [1.711, -1.943, 2.172], [2.780, -3.273, 2.575], [0.795, -0.336, -2.220], [-0.700, -1.188, 2.192], [2.281, -0.743, -1.336], [0.361, 2.721, 1.017], [-4.209, -2.862, -0.490], [2.913, -1.778, 3.487], [-1.014, 0.536, -0.568], [-2.651, -0.149, 2.127], [-1.065, 3.265, 2.877], [4.204, 0.489, -5.107], [-1.189, 3.021, 0.239], [4.559, 1.697, -3.852], [-5.089, -1.386, -0.015], [-2.691, 2.933, 2.273], [-5.968, -2.237, -1.968], [1.262, 0.118, 0.436], [-2.000, 1.903, 3.542], [4.099, -2.372, 1.121], [1.747, 1.810, -2.886]],
  "smiles": "COCCNCCOC.CO.CO.CO",
  "total_energy_ha": -789.9478,
  "homo_energy_ev": -8.67,
  "homo_lumo_gap_ev": 9.429,
  "de_lowest_kcal_mol": 52.1,
  "charge": 0
}

***

[6]
{
  "formula": "C5H6O3",
  "method": "ωB97M-V/def2-TZVPD",
  "species": ["O", "O", "O", "C", "C", "C", "C", "C", "H", "H", "H", "H", "H", "H"],
  "positions_angstrom": [[-0.389, -0.934, -0.673], [0.791, 2.300, -0.321], [-1.512, 0.888, -0.010], [2.298, -0.973, 0.060], [-2.650, -0.091, 0.293], [2.153, 0.348, 0.255], [-0.404, 0.234, -0.552], [0.806, 1.038, -0.356], [-3.005, -0.073, -0.801], [-3.488, 0.305, 0.955], [-2.043, -1.063, 0.698], [1.271, -1.412, -0.733], [3.252, -1.688, 0.245], [2.919, 1.121, 0.941]],
  "total_energy_ha": -419.6683,
  "homo_energy_ev": -9.80,
  "homo_lumo_gap_ev": 9.201,
  "de_lowest_kcal_mol": 107.4,
  "charge": 0
}